[1]
ORCA calculation (wB97M-V/def2-TZVPD) on C22H36N6O2PtSb as an isolated structure.

Output
Orbital gap (alpha / beta): 7.405 / 7.474 eV
Charge: +1

Last column: Löwdin charge in e.
Element x y z (Å)
1 C 3.02051 3.16113 -3.00883  -0.01
2 H -0.25295 3.44330 -2.19276  0.14
3 H -1.82447 -4.19121 -0.58688  0.08
4 H 1.54210 3.55007 1.17547  0.14
5 C -3.30413 -4.47584 0.94611  -0.12
6 H -4.80616 -1.98573 0.42422  0.07
7 H 0.18665 -4.35169 0.92948  0.03
8 H 0.31417 1.31923 -3.07995  0.08
9 H 0.10087 -0.24479 -2.27848  0.06
10 H -1.05026 0.76079 2.05043  0.05
11 H -4.47383 -0.41639 1.16225  0.06
12 H -4.10764 -4.08620 0.32125  0.06
13 C 1.61023 1.33917 0.98506  -0.10
14 H -0.87938 -4.54056 2.31620  0.09
15 H 2.08662 0.94174 1.86646  0.12
16 C -4.49391 -0.96144 0.22006  -0.12
17 H -2.88746 -2.86058 3.58745  0.06
18 H 4.65508 2.44471 -4.16482  0.11
19 H 2.48457 2.22156 -3.02145  0.09
20 C 2.53643 4.29919 -2.35816  -0.17
21 C -3.21551 -1.55916 -1.88643  -0.14
22 C 4.23924 3.29326 -3.63771  -0.07
23 H 3.41666 -0.86510 0.07662  0.09
24 O 1.26222 -2.03318 2.37881  -0.22
25 H 3.61273 -3.32240 1.61848  0.13
26 C 4.96202 4.50329 -3.62274  -0.07
27 O 2.89518 -1.60049 3.83426  0.09
28 H -1.15022 0.99878 -2.14806  0.09
29 H -0.36998 4.39095 -0.69575  0.15
30 H -2.91601 -1.38037 4.52963  0.09
31 C -0.80008 -4.70283 1.23933  -0.15
32 H -2.25981 -1.51211 -2.41265  0.06
33 Sb -1.62130 -1.87107 0.66384  1.50
34 N 1.45115 5.87377 -1.20124  0.06
35 N 2.52164 6.42301 -1.60586  0.09
36 C -1.82462 -1.17873 2.69572  -0.54
37 H -3.94490 -1.52537 3.10906  0.07
38 H 4.49632 -1.81246 1.88768  0.13
39 H 5.02283 6.55213 -2.95706  0.12
40 H -1.78821 0.75374 3.64804  0.09
41 N 3.05395 -1.78796 0.29732  -0.09
42 H -3.96052 -1.05116 -2.50291  0.09
43 H -2.83116 0.13008 -0.60167  0.07
44 H -3.51306 -2.60755 -1.81809  0.07
45 H -0.86682 -1.48365 3.12002  0.06
46 C 1.33570 2.62503 0.66537  -0.01
47 C -1.92950 -4.00302 0.48450  -0.54
48 H -0.84601 -5.77859 1.05712  0.09
49 C 0.59350 1.29995 -0.94538  -0.36
50 C 2.51525 -1.91004 2.73152  -0.66
51 H -5.26315 -0.50483 -0.40770  0.09
52 H 5.91549 4.54944 -4.13036  0.11
53 C -3.15338 -0.90960 -0.50686  -0.55
54 N 1.14920 0.52301 -0.02987  -0.07
55 H -3.34503 -5.56613 0.88539  0.09
56 H 3.38629 -2.42007 -0.42250  0.10
57 C 0.28495 3.76913 -1.30335  -0.05
58 C -0.07291 0.82657 -2.18742  0.00
59 N 0.68883 2.58939 -0.55197  0.00
60 H -3.50638 -4.19983 1.97970  0.06
61 C -1.87512 0.34744 2.63805  -0.14
62 Pt 0.90545 -1.62418 0.32408  0.84
63 C 3.24655 5.49717 -2.33354  -0.22
64 C 4.48122 5.61672 -2.97450  0.00
65 H -2.81619 0.70995 2.21881  0.07
66 N 1.41211 4.58262 -1.63774  -0.07
67 C 3.52791 -2.23519 1.63266  -0.13
68 C -2.96349 -1.77684 3.51228  -0.12


[2]
ORCA calculation (wB97M-V/def2-TZVPD) on a 4-piece molecular cluster, C22H36O13P2 overall.

Output
SMILES: O=C(O)CCCC1=C(PP(=O)(O)O)C(=O)C=CC1=O.CCOC(C)=O.CCOC(C)=O.CCOC(C)=O
Orbital gap: 8.040 eV
Charge: 0

Last column: Löwdin charge in e.
Element x y z (Å)
1 H 7.15679 1.08424 -0.75733  0.09
2 H 2.25606 -1.73735 1.19557  0.08
3 O -4.44323 2.80843 -1.84027  0.00
4 O -5.39529 0.63180 1.37711  0.08
5 C -5.69143 3.91520 2.59226  -0.23
6 H -7.17879 1.66423 -0.11245  0.09
7 H -1.91063 0.05283 3.57922  0.07
8 C -3.49860 1.83055 -2.31072  -0.22
9 P 4.32258 -0.62485 -2.07182  0.96
10 C -2.76629 -0.00226 2.90340  -0.06
11 H 1.87700 -4.12753 -0.81298  0.12
12 C 5.84315 -1.53612 -2.50851  -0.34
13 H -1.08310 -2.43535 3.63303  0.07
14 H -6.62601 3.64812 4.50901  0.08
15 H -2.70444 0.83214 2.20586  0.07
16 C 5.31543 -3.45845 -0.90714  -0.13
17 H -3.92122 1.47009 -3.24672  0.12
18 H -7.27080 3.20763 0.73802  0.08
19 H -2.49131 4.80782 -0.09240  0.09
20 H -8.00955 1.76092 1.44536  0.10
21 O 4.36697 2.41852 -1.82297  -0.15
22 H -4.34573 0.28864 -1.07991  0.08
23 H -2.53898 2.28978 -2.55156  0.11
24 H 0.50568 -3.00336 3.09598  0.10
25 O 4.81328 1.03210 0.35015  -0.33
26 O 0.37382 -2.01407 0.75675  0.08
27 H 5.92229 -4.31235 -0.61543  0.11
28 H 8.33123 -1.40230 -4.98823  0.12
29 C -0.47769 -1.86738 1.60653  -0.50
30 O 3.13646 -4.44493 1.48325  0.12
31 C -3.36826 0.71802 -1.29943  -0.06
32 O 7.91718 -4.26461 -1.61696  0.12
33 H 2.39523 -2.47194 -0.99799  0.06
34 O 6.60058 1.54070 -1.40212  -0.15
35 H -2.95858 1.08801 -0.35979  0.06
36 H -7.75775 3.58947 3.15742  0.07
37 P 5.07771 1.19357 -1.08440  0.26
38 C -0.20052 -2.17721 3.05564  0.03
39 H -4.80461 4.39936 2.99781  0.13
40 C -5.89515 1.71184 1.56176  -0.51
41 H -3.67816 0.11637 3.48518  0.08
42 C 7.45403 -3.37509 -2.29548  -0.32
43 C -4.11931 3.78503 -0.97165  -0.52
44 C -6.86185 4.08096 3.53678  -0.06
45 O 6.57350 0.19384 -3.94789  0.07
46 H 3.93418 -5.06435 -1.37660  0.11
47 H -3.65758 -1.26248 1.44695  0.11
48 H -2.85537 3.24148 0.64164  0.09
49 H 3.54999 2.15447 -2.25805  0.06
50 C 6.13765 -2.71200 -1.92756  -0.14
51 H -1.97355 3.31591 -0.88883  0.07
52 H 3.83581 -3.71688 -2.47992  0.11
53 H 4.03093 -0.12797 -3.36083  -0.06
54 H -5.87969 4.36184 1.61561  0.10
55 O -4.95623 4.60489 -0.69642  0.09
56 O -1.65462 -1.36753 1.23659  0.01
57 O -5.30245 2.53914 2.44508  -0.01
58 C -2.76380 3.77738 -0.30417  0.02
59 C 3.94698 -3.97570 -1.42327  -0.16
60 H -2.71145 -0.07199 -1.66540  0.09
61 H 8.98158 -3.53700 -3.85108  0.12
62 H -7.08461 5.13953 3.67182  0.08
63 H -2.86737 -2.19004 2.71792  0.12
64 O 3.08484 -2.20946 1.39080  0.06
65 C -2.79737 -1.28703 2.11223  -0.21
66 C 2.72252 -3.45105 -0.66297  -0.14
67 C 2.97782 -3.44606 0.83455  -0.55
68 C 7.83518 -1.77265 -4.09964  0.02
69 H 0.26785 -1.30187 3.50701  0.10
70 C -7.16425 2.13506 0.86663  0.02
71 C 8.17296 -2.90566 -3.50550  0.02
72 C 6.74394 -0.93290 -3.54752  -0.41
73 H 5.20441 -2.84214 -0.01101  0.12


[3]
ORCA calculation (wB97M-V/def2-TZVPD) on C22H37AsN2O7PS4Y as an isolated structure in a non-equilibrium geometry.

Output
Orbital gap: 5.137 eV
Charge: -2

Last column: Löwdin charge in e.
Element x y z (Å)
1 H 0.79408 5.30942 0.61468  0.08
2 H -2.24319 -0.42530 0.87040  0.06
3 H 0.45497 4.30079 2.02131  0.07
4 H -3.44139 1.37682 -1.31385  0.08
5 C 1.24079 1.00949 2.83898  -0.13
6 C -2.72726 0.51492 1.15555  -0.10
7 H 1.54756 -0.40990 -4.32313  0.06
8 H 1.89736 0.56542 2.09532  0.00
9 N 0.29667 -2.60392 -3.19476  -0.21
10 C 0.50183 -0.28600 -4.04164  -0.25
11 C -0.75607 -3.34406 -2.50288  -0.09
12 C -0.12564 -3.00563 1.54679  -0.52
13 O -0.10411 -1.81000 2.11672  0.11
14 C -0.78293 2.14182 3.43638  -0.11
15 H 0.04129 0.42402 -4.73786  0.12
16 C -2.36132 1.37073 -1.12009  -0.11
17 H -1.89700 2.10209 -1.78867  0.06
18 C -1.24764 -3.91575 2.00337  -0.15
19 S 3.55526 -0.58076 -2.59349  -0.03
20 C -2.12036 1.68714 0.36673  -0.68
21 H -2.77958 -3.72874 3.36721  0.07
22 H -0.34683 0.08756 -2.31023  0.03
23 C 0.20477 4.45473 0.97099  -0.09
24 H -2.53773 3.80685 0.04699  0.06
25 O -2.37106 -2.95536 -0.78373  0.00
26 H -0.34115 -4.25863 -2.07641  0.13
27 H -0.85020 4.72844 0.90554  0.05
28 H -1.29156 -1.39333 -3.77918  0.13
29 H 2.57423 0.53870 4.44014  0.11
30 S 5.33351 1.52370 -0.37927  -0.23
31 H 0.88887 4.32621 -1.68772  0.08
32 H 0.82939 -4.13275 -4.58918  0.12
33 H -1.31009 -3.86975 4.06419  0.08
34 C 0.25604 3.49862 -1.34747  -0.11
35 O 2.25458 -3.66843 -1.68426  -0.17
36 C 0.79609 1.52950 5.14756  -0.11
37 Y 1.71227 -1.58479 -1.06825  0.97
38 H -1.98465 0.37160 -1.35296  0.05
39 H -3.79219 0.43233 0.90512  0.08
40 H -2.74924 3.31126 1.72170  0.05
41 C 0.03527 1.59543 2.44288  -0.35
42 O -0.67402 -1.50385 -0.99090  -0.19
43 H -1.06930 2.53085 5.52507  0.09
44 H -3.93754 2.83659 0.51017  0.08
45 H -0.31822 -1.96513 -5.12505  0.12
46 C -1.34247 -2.54151 -1.33058  -0.63
47 H 1.09096 1.50775 6.19158  0.09
48 O 0.51435 0.24411 -2.72202  -0.18
49 C 1.62333 0.98844 4.17558  -0.07
50 S 3.35647 -1.13616 0.85071  -0.04
51 H -1.72212 2.60613 3.17577  0.07
52 H 2.37626 2.78671 1.28384  0.07
53 C -2.86524 2.98713 0.68978  -0.10
54 H 2.41190 2.12000 -0.33748  0.03
55 C -0.41376 2.10267 4.77381  -0.11
56 C 1.28077 -3.48149 -3.83007  -0.11
57 H -0.82902 -1.79332 2.77011  0.10
58 P -0.24595 1.59362 0.62098  1.18
59 C 2.06678 2.96766 0.25345  -0.13
60 H -1.56864 -3.64568 -3.17465  0.13
61 H -0.78595 3.78593 -1.51934  0.06
62 C -0.26201 -1.59608 -4.09084  -0.17
63 C 1.95339 -4.33467 -2.73174  -0.65
64 H 2.04990 -2.85822 -4.29247  0.11
65 H -1.99622 -3.81218 1.21695  0.11
66 N -1.81019 -3.47389 3.28081  0.01
67 O 0.64072 -3.31461 0.66656  0.03
68 H 0.49285 2.62885 -1.96604  0.07
69 O 2.09831 -5.54206 -2.91810  0.01
70 H 2.61265 3.84794 -0.10326  0.08
71 C 0.55768 3.22558 0.13006  -0.69
72 S 6.34448 -1.98417 -0.86089  -0.25
73 As 4.83533 -0.51347 -0.74349  -0.52
74 H -0.87613 -4.93835 1.98238  0.13
75 H -2.64299 0.64039 2.23575  0.06


What energy above the lowest of the compared OMol25 structures with the same formula, charge and spin values result from the calculations? In sequence: 2.163; 0.000; 0.141 eV.